<1>
Below is a 13-piece molecular cluster, H26O13 overall, with properties calculated with ωB97M-V/def2-TZVPD.

Each line ends with the Mulliken charge.
Cartesian coordinates (Å):
O (-5.160, 5.289, -17.664)  -0.644
H (-6.042, 5.323, -18.034)  0.311
H (-5.298, 5.163, -16.726)  0.347
O (-7.526, 9.171, -13.370)  -0.624
H (-7.036, 9.150, -12.548)  0.314
H (-8.333, 9.639, -13.157)  0.308
O (-3.646, 9.651, -16.971)  -0.617
H (-3.776, 9.411, -17.888)  0.311
H (-4.221, 10.404, -16.836)  0.320
O (-1.097, 4.283, -15.399)  -0.625
H (-0.232, 3.954, -15.152)  0.300
H (-0.986, 5.232, -15.452)  0.325
O (1.045, 7.416, -12.268)  -0.626
H (1.652, 6.986, -12.870)  0.309
H (0.574, 8.047, -12.812)  0.315
O (-4.289, 12.894, -11.805)  -0.618
H (-4.154, 13.688, -11.288)  0.305
H (-3.936, 12.190, -11.260)  0.316
O (-6.784, 4.904, -14.645)  -0.637
H (-6.243, 4.534, -13.948)  0.335
H (-6.695, 5.852, -14.541)  0.286
O (-6.020, 11.783, -15.025)  -0.641
H (-6.373, 10.963, -14.678)  0.334
H (-5.712, 12.257, -14.253)  0.305
O (-6.216, 5.511, -10.781)  -0.609
H (-6.267, 6.447, -10.971)  0.290
H (-5.279, 5.331, -10.710)  0.317
O (-2.835, 10.148, -9.874)  -0.614
H (-3.059, 10.379, -8.973)  0.312
H (-2.563, 9.232, -9.827)  0.314
O (-4.094, 3.039, -12.819)  -0.617
H (-3.663, 2.198, -12.666)  0.292
H (-3.400, 3.607, -13.154)  0.328
O (-3.826, 7.534, -13.437)  -0.629
H (-4.230, 7.830, -14.252)  0.311
H (-3.628, 8.340, -12.960)  0.294
O (-0.328, 7.868, -15.750)  -0.600
H (0.128, 8.708, -15.702)  0.276
H (-1.248, 8.101, -15.876)  0.325

Output
E_HOMO	-10.94	eV
gap between HOMO and LUMO	10.67	eV
E_LUMO	-0.3	eV


<2>
Below is a 13-piece molecular cluster, H26O13 overall, with properties calculated with ωB97M-V/def2-TZVPD.

Each line ends with the Mulliken charge.
Cartesian coordinates (Å):
O (-0.310, -1.669, -2.246)  -0.719
H (0.312, -2.367, -2.003)  0.308
H (-1.203, -2.026, -2.347)  0.321
O (2.670, -0.658, -1.686)  -0.670
H (2.291, 0.200, -1.954)  0.353
H (3.458, -0.486, -1.201)  0.258
O (-1.962, 0.591, -3.051)  -0.598
H (-1.711, 0.972, -3.871)  0.329
H (-1.225, 0.028, -2.923)  0.346
O (1.342, 1.567, -2.307)  -0.617
H (1.544, 2.341, -2.878)  0.286
H (0.479, 1.805, -1.939)  0.271
O (1.945, -3.122, -1.098)  -0.777
H (2.319, -3.746, -1.784)  0.310
H (2.200, -2.231, -1.410)  0.437
O (-2.121, 3.488, 2.170)  -0.628
H (-1.832, 3.024, 1.344)  0.395
H (-3.074, 3.474, 2.017)  0.375
O (0.795, -3.116, 1.314)  -0.694
H (1.467, -3.090, 2.005)  0.313
H (1.306, -3.051, 0.493)  0.347
O (2.541, -0.743, 1.203)  -0.542
H (3.380, -0.346, 0.987)  0.252
H (1.906, -0.233, 0.728)  0.282
O (-0.797, 2.454, -0.024)  -0.814
H (-0.773, 3.079, -0.776)  0.257
H (-0.182, 2.825, 0.658)  0.326
O (-1.133, -1.586, 2.651)  -0.685
H (-1.031, -0.794, 2.117)  0.343
H (-0.424, -2.117, 2.265)  0.438
O (-0.838, 1.050, 3.314)  -0.603
H (-1.796, 0.866, 3.447)  0.302
H (-0.774, 1.993, 3.179)  0.295
O (-0.026, -0.216, 0.473)  -0.224
H (-0.224, 0.721, 0.422)  0.223
H (0.108, -0.496, -0.412)  0.248
O (-3.143, 0.425, 0.781)  -0.583
H (-3.183, 0.376, 1.715)  0.312
H (-2.314, 0.831, 0.611)  0.228

Output
E_HOMO	-9.10	eV
gap between HOMO and LUMO	8.39	eV
E_LUMO	-0.7	eV


<3>
Below is a 13-piece molecular cluster, H26O13 overall, with properties calculated with ωB97M-V/def2-TZVPD.

Each line ends with the Mulliken charge.
Cartesian coordinates (Å):
O (3.419, 1.865, 0.927)  -0.661
H (3.656, 2.010, 1.847)  0.297
H (2.483, 1.639, 0.955)  0.369
O (0.057, 0.585, 0.617)  -0.003
H (0.617, -0.080, 0.200)  0.150
H (-0.591, 0.821, -0.056)  0.068
O (-0.617, -1.267, -2.581)  -0.653
H (-0.390, -2.178, -2.783)  0.302
H (0.235, -0.848, -2.374)  0.313
O (-3.188, -0.423, -1.607)  -0.644
H (-3.770, -0.987, -2.123)  0.284
H (-2.296, -0.760, -1.777)  0.393
O (-1.079, 2.986, -0.405)  -0.630
H (-0.551, 3.296, 0.341)  0.282
H (-1.594, 3.751, -0.680)  0.257
O (1.726, 0.246, -2.394)  -0.701
H (1.212, 1.033, -2.651)  0.356
H (2.523, 0.606, -1.993)  0.317
O (-0.104, 2.267, -3.035)  -0.656
H (-0.433, 2.924, -3.653)  0.301
H (-0.580, 2.441, -2.209)  0.343
O (0.445, 2.107, 2.831)  -0.659
H (0.219, 1.497, 2.108)  0.311
H (0.745, 1.535, 3.542)  0.321
O (1.394, -2.748, -0.489)  -0.629
H (0.623, -3.067, 0.019)  0.400
H (1.832, -3.543, -0.805)  0.269
O (-3.448, 0.336, 0.931)  -0.655
H (-3.439, 0.129, -0.026)  0.382
H (-3.095, 1.227, 0.996)  0.276
O (2.216, -1.147, 1.480)  -0.564
H (3.026, -1.471, 1.882)  0.241
H (2.079, -1.708, 0.689)  0.338
O (-0.113, -1.380, 3.309)  -0.651
H (0.539, -1.721, 3.926)  0.277
H (0.388, -1.212, 2.501)  0.345
O (-1.056, -3.135, 0.816)  -0.673
H (-1.184, -2.314, 1.310)  0.290
H (-1.910, -3.315, 0.413)  0.298

Output
E_HOMO	-10.35	eV
gap between HOMO and LUMO	10.49	eV
E_LUMO	0.1	eV


<4>
Below is a 13-piece molecular cluster, H26O13 overall, with properties calculated with ωB97M-V/def2-TZVPD.

Each line ends with the Mulliken charge.
Cartesian coordinates (Å):
O (-0.833, -0.471, -3.591)  -0.629
H (-0.044, -0.039, -3.266)  0.354
H (-0.916, -0.169, -4.496)  0.300
O (-1.555, 1.010, 2.131)  -0.574
H (-2.029, 1.834, 2.021)  0.231
H (-2.240, 0.344, 2.185)  0.325
O (1.653, 0.864, -2.691)  -0.652
H (1.794, 0.930, -1.747)  0.283
H (2.194, 1.561, -3.063)  0.280
O (-3.611, 0.000, 0.762)  -0.632
H (-3.136, 0.217, -0.041)  0.375
H (-4.370, 0.583, 0.756)  0.289
O (0.404, 0.092, 0.240)  0.201
H (-0.383, 0.579, 0.484)  0.077
H (0.107, -0.521, -0.433)  0.007
O (0.714, -2.562, 2.681)  -0.637
H (1.405, -1.900, 2.692)  0.303
H (0.169, -2.327, 1.930)  0.328
O (-2.047, 1.079, -1.485)  -0.677
H (-1.536, 0.405, -1.933)  0.332
H (-1.819, 1.892, -1.936)  0.291
O (2.549, 1.722, 1.335)  -0.649
H (3.412, 1.751, 0.923)  0.300
H (2.185, 0.877, 1.071)  0.264
O (0.751, 0.425, 3.849)  -0.590
H (0.561, -0.089, 4.633)  0.296
H (0.047, 0.202, 3.240)  0.310
O (3.206, -1.278, -0.028)  -0.593
H (2.356, -1.611, -0.315)  0.191
H (3.256, -1.514, 0.899)  0.340
O (1.182, -2.457, -2.063)  -0.531
H (1.655, -3.089, -1.521)  0.284
H (1.153, -2.859, -2.931)  0.242
O (-1.008, -2.745, 0.044)  -0.621
H (-0.901, -2.809, -0.905)  0.307
H (-1.863, -2.331, 0.162)  0.302
O (-1.070, 4.355, 0.339)  -0.640
H (-0.834, 3.440, 0.494)  0.309
H (-0.555, 4.610, -0.426)  0.305

Output
E_HOMO	-10.43	eV
gap between HOMO and LUMO	10.35	eV
E_LUMO	-0.1	eV


Result of the stability comparison: <1> is the least stable of them.


<1>
Below is a 13-piece molecular cluster, H26O13 overall, with properties calculated with ωB97M-V/def2-TZVPD.

Each line ends with the Mulliken charge.
Cartesian coordinates (Å):
H (0.146, 0.623, 0.218)  0.294
H (-0.225, -0.029, -1.012)  0.222
H (4.293, -0.614, -0.340)  0.264
H (5.000, 0.786, -0.187)  0.332
H (-1.407, -1.583, -2.838)  0.275
H (-2.610, -0.741, -2.681)  0.313
H (-3.841, 0.494, 1.654)  0.304
H (-5.306, 0.562, 1.330)  0.307
H (3.188, -1.817, 0.388)  0.308
H (4.521, -2.190, 0.316)  0.333
H (-0.828, 2.414, 2.056)  0.313
H (-1.440, 1.164, 1.426)  0.343
H (-1.507, -3.053, 1.611)  0.286
H (-1.031, -3.720, 2.833)  0.315
H (-0.100, 5.115, -0.540)  0.294
H (0.260, 4.059, 0.394)  0.265
H (2.550, -3.661, -2.775)  0.308
H (2.229, -3.969, -1.266)  0.301
H (2.972, 3.685, -1.279)  0.272
H (3.227, 5.045, -1.550)  0.333
H (2.507, -0.684, 2.690)  0.286
H (3.546, -0.781, 3.885)  0.320
H (-3.449, -2.548, -1.102)  0.288
H (-4.629, -3.361, -1.558)  0.291
H (-2.610, 2.074, -0.190)  0.248
H (-3.308, 2.937, -1.058)  0.274
O (-0.648, 0.473, -0.335)  -0.528
O (4.323, 0.267, -0.704)  -0.601
O (-2.290, -1.566, -3.076)  -0.588
O (-4.589, -0.015, 1.614)  -0.599
O (3.761, -2.448, -0.123)  -0.615
O (-0.810, 1.444, 2.084)  -0.649
O (-1.186, -2.782, 2.472)  -0.597
O (-0.463, 4.346, -0.047)  -0.535
O (1.875, -3.582, -2.094)  -0.629
O (2.777, 4.255, -1.977)  -0.608
O (2.598, -0.910, 3.598)  -0.603
O (-4.233, -2.473, -1.661)  -0.578
O (-3.266, 2.788, -0.177)  -0.562

Output
E_HOMO	-10.46	eV
gap between HOMO and LUMO	9.94	eV
E_LUMO	-0.5	eV


<2>
Below is a 13-piece molecular cluster, H26O13 overall, with properties calculated with ωB97M-V/def2-TZVPD.

Each line ends with the Mulliken charge.
Cartesian coordinates (Å):
O (0.050, 0.343, 2.173)  -0.673
H (-0.450, -0.507, 2.257)  0.210
H (-0.288, 0.897, 2.856)  0.272
O (0.194, -0.083, -0.353)  -0.178
H (0.154, 0.118, 0.563)  0.075
H (-0.768, -0.069, -0.432)  0.357
O (0.714, -2.736, -0.021)  -0.708
H (0.435, -1.839, -0.065)  0.298
H (0.111, -3.276, -0.533)  0.328
O (1.248, -2.048, 3.283)  -0.635
H (1.128, -1.224, 2.895)  0.433
H (0.520, -2.633, 3.140)  0.301
O (3.001, -1.481, 1.121)  -0.602
H (2.214, -1.917, 0.944)  0.359
H (3.581, -2.140, 1.521)  0.314
O (-0.671, 2.959, 1.597)  -0.669
H (-0.082, 2.223, 1.410)  0.365
H (-0.475, 3.564, 0.894)  0.328
O (-1.052, -1.890, -2.964)  -0.632
H (-1.306, -1.958, -2.081)  0.278
H (-0.732, -1.034, -3.092)  0.399
O (-1.844, -1.879, 2.072)  -0.599
H (-2.404, -1.802, 1.338)  0.259
H (-2.179, -1.303, 2.769)  0.305
O (2.626, 1.290, 0.605)  -0.563
H (2.590, 0.385, 0.919)  0.338
H (3.443, 1.740, 0.947)  0.253
O (0.621, 3.055, -0.893)  -0.640
H (1.379, 2.539, -0.719)  0.296
H (-0.052, 2.563, -1.301)  0.302
O (0.189, 0.679, -3.328)  -0.665
H (0.827, 0.546, -2.578)  0.266
H (0.759, 0.456, -4.020)  0.263
O (-2.426, 0.245, -0.518)  -0.580
H (-2.626, 0.742, 0.271)  0.327
H (-2.552, 0.828, -1.215)  0.223
O (-2.228, 1.323, -3.254)  -0.707
H (-2.304, 2.259, -3.090)  0.328
H (-1.327, 1.072, -3.131)  0.375

Output
E_HOMO	-10.92	eV
gap between HOMO and LUMO	10.70	eV
E_LUMO	-0.2	eV


Result of the stability comparison: <1> is the least stable of them.


<1>
Below is a 13-piece molecular cluster, H26O13 overall, with properties calculated with ωB97M-V/def2-TZVPD.

Each line ends with the Mulliken charge.
Cartesian coordinates (Å):
H (-0.283, -1.038, 0.294)  0.273
H (-0.641, 0.390, 0.468)  0.230
H (-1.833, 2.155, 0.171)  0.282
H (-3.119, 2.304, 0.872)  0.323
H (-3.120, -2.062, -1.826)  0.285
H (-3.959, -2.927, -0.876)  0.298
H (1.476, -0.683, -0.628)  0.222
H (1.726, 0.318, 0.522)  0.303
H (3.316, 1.703, -1.024)  0.351
H (4.465, 1.360, -1.997)  0.311
H (1.767, 1.449, -2.636)  0.305
H (0.817, 2.475, -1.880)  0.315
H (3.519, 0.594, 1.961)  0.309
H (3.212, 0.068, 3.416)  0.307
H (-3.230, -2.567, 2.576)  0.289
H (-4.105, -2.763, 1.328)  0.301
H (0.590, -3.524, 3.292)  0.271
H (0.210, -2.231, 3.733)  0.301
H (-1.094, 2.831, -2.768)  0.286
H (-1.837, 2.468, -1.443)  0.472
H (0.688, -2.231, -3.305)  0.328
H (-0.900, -2.176, -3.482)  0.309
H (-3.265, 4.102, 2.537)  0.331
H (-1.939, 4.810, 2.248)  0.305
H (2.266, -2.586, -0.260)  0.293
H (3.570, -1.628, -0.289)  0.353
O (0.136, -0.256, 0.593)  -0.614
O (-2.739, 2.421, -0.044)  -0.734
O (-3.960, -2.372, -1.662)  -0.593
O (2.163, 0.013, -0.276)  -0.482
O (3.966, 2.131, -1.704)  -0.651
O (1.064, 1.552, -1.932)  -0.604
O (3.926, 0.180, 2.782)  -0.624
O (-3.250, -2.484, 1.611)  -0.576
O (0.771, -2.658, 3.038)  -0.558
O (-1.202, 2.157, -2.110)  -0.632
O (-0.172, -2.713, -3.388)  -0.631
O (-2.298, 3.980, 2.461)  -0.625
O (3.296, -2.560, -0.373)  -0.628

Output
E_HOMO	-9.87	eV
gap between HOMO and LUMO	9.58	eV
E_LUMO	-0.3	eV


<2>
Below is a 13-piece molecular cluster, H26O13 overall, with properties calculated with ωB97M-V/def2-TZVPD.

Each line ends with the Mulliken charge.
Cartesian coordinates (Å):
O (-0.978, 3.129, 0.294)  -0.648
H (-0.422, 2.348, 0.462)  0.388
H (-0.623, 3.818, 0.933)  0.276
O (-3.194, -1.810, 0.906)  -0.553
H (-4.077, -2.198, 0.846)  0.265
H (-2.585, -2.327, 1.469)  0.322
O (2.180, 2.038, -0.255)  -0.626
H (2.520, 1.464, 0.432)  0.427
H (2.854, 2.716, -0.401)  0.267
O (-5.090, -0.153, -0.744)  -0.634
H (-4.148, -0.008, -0.582)  0.356
H (-5.283, 0.276, -1.555)  0.287
O (-0.410, 0.198, -0.483)  -0.473
H (0.387, -0.374, -0.443)  0.267
H (-1.181, -0.344, -0.747)  0.452
O (2.519, -2.677, 1.849)  -0.674
H (2.191, -2.235, 1.056)  0.372
H (3.238, -3.287, 1.601)  0.323
O (-0.584, -1.253, 1.922)  -0.689
H (-1.416, -0.977, 2.325)  0.284
H (-0.312, -0.659, 1.277)  0.250
O (-0.537, 1.433, -2.856)  -0.701
H (-0.844, 1.122, -2.009)  0.418
H (0.403, 1.402, -2.696)  0.285
O (0.578, 1.439, 1.976)  -0.604
H (-0.141, 1.421, 2.562)  0.242
H (0.952, 2.276, 2.117)  0.225
O (2.900, 0.156, -2.093)  -0.680
H (3.817, 0.007, -1.869)  0.301
H (2.747, 0.814, -1.444)  0.414
O (2.867, 0.105, 1.649)  -0.805
H (2.871, -0.839, 1.868)  0.438
H (1.930, 0.389, 1.731)  0.309
O (-2.519, -0.906, -1.807)  -0.605
H (-2.677, -0.130, -2.385)  0.318
H (-2.070, -1.522, -2.399)  0.236
O (1.359, -1.578, -0.460)  -0.702
H (2.020, -1.194, -1.037)  0.396
H (0.741, -2.074, -1.004)  0.277

Output
E_HOMO	-10.43	eV
gap between HOMO and LUMO	10.48	eV
E_LUMO	0.1	eV


Result of the stability comparison: <1> is the least stable of them.